{
  "formula": "C4H4Cl2N2O2S",
  "method": "the ωB97M-V functional and the def2-TZVPD basis",
  "elements": ["C", "C", "C", "C", "N", "N", "O", "O", "S", "Cl", "Cl", "H", "H", "H", "H"],
  "xyz": [[1.82661, -0.61510, -0.36464], [0.82274, -0.66722, 1.57739], [-0.00712, -0.07276, 0.67195], [0.05353, 0.13945, -1.93012], [2.01822, -0.93859, 0.90667], [0.57770, -0.12055, -0.60054], [-1.95689, 1.62670, -0.07826], [-2.78301, -0.43900, 1.02508], [-1.84531, 0.61163, 0.87172], [0.53288, -0.78455, 3.23243], [-1.55754, 1.55843, 2.63754], [2.65852, -0.81980, -1.02663], [-0.82640, -0.45822, -2.25948], [-0.30730, 1.07207, -2.01438], [0.79338, -0.09248, -2.64872]],
  "homo_lumo_gap_ev": 9.654,
  "homo_energy_ha": -0.3490,
  "smiles": "Cn1cnc(Cl)c1S(=O)(=O)Cl",
  "spin_multiplicity": 1,
  "total_charge": 0,
  "de_lowest_ev": 0.000
}

{
  "formula": "C4H4Cl3F",
  "method": "the ωB97M-V functional and the def2-TZVPD basis",
  "elements": ["C", "C", "C", "C", "F", "Cl", "Cl", "Cl", "H", "H", "H", "H"],
  "xyz": [[-1.23099, 0.12284, -1.90412], [-0.42039, 0.58760, -2.80736], [0.48701, 0.22550, 0.44820], [-0.70367, 1.05007, 0.33345], [-0.36580, 2.32706, 0.20549], [-0.63895, 0.03474, -4.43970], [1.12068, 1.42375, -2.60833], [-2.19613, 0.76402, 1.12432], [-2.07752, -0.49957, -1.83637], [0.91291, 0.45937, 1.43990], [1.20067, 0.34870, -0.32981], [0.44906, -0.79967, 0.56274]],
  "homo_lumo_gap_ev": [8.001, 8.570],
  "homo_energy_ha": [-0.3134, -0.3243],
  "spin_multiplicity": 1,
  "total_charge": 0,
  "de_lowest_ev": 4.018
}

{
  "formula": "C4H4Cl4",
  "method": "the ωB97M-V functional and the def2-TZVPD basis",
  "elements": ["C", "C", "C", "C", "Cl", "Cl", "Cl", "Cl", "H", "H", "H", "H"],
  "xyz": [[-2.15876, -0.17493, 0.05955], [2.57211, 0.26565, 0.33165], [1.64976, -0.63594, 0.57046], [-2.14534, 0.38948, -1.14966], [3.61141, 0.94820, 1.54429], [1.49917, -1.32337, 2.22770], [-2.38225, 2.11865, -1.34546], [-1.58731, -0.36389, -2.57647], [-2.24915, -1.22965, 0.14542], [-2.18556, 0.39228, 1.00085], [2.52490, 0.60911, -0.73560], [0.85100, -0.99559, -0.07274]],
  "homo_lumo_gap_ev": 10.264,
  "homo_energy_ha": -0.3608,
  "smiles": "C=C(Cl)Cl.Cl/C=C\\Cl",
  "spin_multiplicity": 1,
  "total_charge": 0,
  "de_lowest_ev": 1.282
}

{
  "formula": "C4H4ClFN2O2",
  "method": "the ωB97M-V functional and the def2-TZVPD basis",
  "elements": ["C", "C", "C", "C", "N", "N", "O", "O", "F", "Cl", "H", "H", "H", "H"],
  "xyz": [[-1.12604, -1.66678, -0.90604], [-1.53414, 0.77279, 0.40374], [1.34363, -0.97159, 1.12326], [-0.80379, -0.27599, -0.55055], [-1.28509, -2.78787, -1.06635], [-0.61391, -0.01289, 0.84636], [-2.31525, 1.62160, 0.47693], [0.43277, 0.01959, 1.69611], [-0.01948, 0.08514, -1.59465], [0.37949, 3.16461, -1.17927], [1.12964, -0.91335, 0.09643], [1.08410, -1.85919, 1.56604], [2.32934, -0.65759, 1.34903], [0.99874, 3.48153, -2.26102]],
  "homo_lumo_gap_ev": 10.710,
  "homo_energy_ha": -0.3785,
  "smiles": "CON1C(=O)[C@]1(F)C#N.Cl",
  "spin_multiplicity": 1,
  "total_charge": 0,
  "de_lowest_ev": 0.000
}

{
  "formula": "C4H4ClN",
  "method": "the ωB97M-V functional and the def2-TZVPD basis",
  "elements": ["C", "C", "C", "C", "N", "Cl", "H", "H", "H", "H"],
  "xyz": [[-1.31066, -0.42243, 0.31602], [-1.48104, -1.80940, -0.17238], [-1.61576, 0.67063, 0.97865], [2.01142, 0.11041, -0.93668], [-0.40718, -1.08022, -0.46262], [2.73169, -0.01250, 0.54488], [-0.86767, 1.41610, 1.20368], [-2.61332, 0.84908, 1.33914], [1.34960, 0.92915, -1.13970], [2.20292, -0.65083, -1.67100]],
  "homo_lumo_gap_ev": [10.064, 5.412],
  "homo_energy_ha": [-0.3578, -0.2931],
  "spin_multiplicity": 1,
  "total_charge": 0,
  "de_lowest_ev": 7.080
}

{
  "formula": "C4H4ClN2OS",
  "method": "the ωB97M-V functional and the def2-TZVPD basis",
  "elements": ["N", "C", "O", "N", "C", "S", "C", "Cl", "C", "H", "H", "H", "H"],
  "xyz": [[-0.63608, 2.51088, 1.97468], [-0.65418, 2.29620, 0.87674], [-0.80422, 1.84781, -0.37793], [-0.50433, 0.51839, -0.45817], [-1.39787, -0.41551, -0.55406], [-0.72879, -2.02510, -0.71046], [0.95018, -1.48556, -0.08008], [0.75657, -1.77575, 1.69394], [0.87120, 0.01670, -0.45177], [-2.48051, -0.24536, -0.55056], [1.81707, -2.00230, -0.50576], [1.30245, 0.49466, 0.45676], [1.50852, 0.26495, -1.31332]],
  "homo_lumo_gap_ev": 9.465,
  "homo_energy_ha": -0.5519,
  "spin_multiplicity": 1,
  "total_charge": 1
}